The following is a DFT calculation (wB97M-V/def2-TZVPD) of 3 unconnected molecules or ions with the total composition C27H63ClIN8O5P3S in a non-equilibrium geometry.

Properties
HOMO level in eV: -7.8929
SMILES string: C#C[C@@]1(N)COS(=O)(=O)[C@](N)(P(C)CC)[C@@]1(CCCI)[C@H](Cl)CC.CN(C)P(=O)(N(C)C)N(C)C.CN(C)P(=O)(N(C)C)N(C)C
Gap between HOMO and LUMO in eV: 8.20
Net charge: 0

The geometry in XYZ format:
```
109
Properties=species:S:1:pos:R:3:forces:R:3
C 3.8104 1.6621 1.4436 -0.07 -0.12 0.24
C 4.3289 0.9125 0.6687 -0.61 -0.41 -0.31
C 4.8499 -0.0451 -0.3323 0.89 0.77 0.40
N 6.0068 0.6947 -0.9207 -0.47 0.13 -0.33
C 5.4478 -1.1816 0.5490 0.31 0.08 0.68
O 5.4451 -2.5200 0.0095 -0.26 0.48 -0.36
S 5.7430 -2.5399 -1.5301 1.13 -1.21 -0.49
O 6.9878 -1.8884 -1.8175 -0.32 0.88 0.33
O 5.7056 -3.9078 -1.9416 -0.70 -0.10 0.19
C 4.3640 -1.6372 -2.3027 -0.66 -0.65 -1.03
N 3.3813 -2.6854 -2.6003 -0.25 -0.12 0.11
P 5.1059 -1.0015 -3.9646 1.12 1.63 0.17
C 3.7290 -0.9787 -5.2059 -0.05 -1.29 0.27
C 6.2619 -2.2433 -4.6961 0.45 0.07 -0.45
C 7.4824 -1.4609 -5.2321 -0.26 -0.29 0.16
C 3.7578 -0.4685 -1.3921 0.48 0.12 -0.04
C 3.4585 0.7527 -2.3101 -0.82 -0.05 0.80
C 2.6143 1.8969 -1.7303 -0.16 0.76 -1.11
C 2.2633 2.8419 -2.9055 0.57 0.16 0.59
I 3.8231 4.3366 -3.0825 -0.12 -0.12 -0.21
C 2.4183 -0.8246 -0.7005 -0.34 -0.47 -0.41
Cl 2.4755 -2.2988 0.3409 0.09 0.16 0.14
C 1.1549 -0.9728 -1.5692 -0.97 -0.18 1.16
C -0.0895 -0.7709 -0.6513 0.08 0.80 -0.64
H 3.2792 2.2510 2.1509 0.14 0.17 0.03
H 5.7826 1.6836 -0.8909 0.08 0.03 -0.04
H 6.1323 0.4737 -1.9062 0.23 -0.26 0.09
H 6.4764 -0.9006 0.7689 0.05 0.03 -0.29
H 4.9475 -1.2266 1.5118 -0.37 -0.37 -0.22
H 3.8112 -3.3666 -3.2178 0.15 -0.16 0.25
H 2.6051 -2.3149 -3.1346 0.00 0.26 0.15
H 3.9334 -0.2379 -5.9743 -0.04 0.25 0.20
H 3.6924 -1.9515 -5.7059 -0.08 0.03 -0.03
H 2.7490 -0.8460 -4.7516 -0.01 0.33 -0.13
H 5.8291 -2.7544 -5.5600 -0.35 -0.11 0.24
H 6.6516 -2.9889 -4.0102 -0.33 -0.06 0.12
H 7.9929 -0.9630 -4.4098 0.08 0.02 -0.05
H 8.1539 -2.1800 -5.7040 0.14 0.15 -0.03
H 7.1868 -0.7146 -5.9699 0.04 0.03 0.00
H 4.3625 1.2100 -2.6972 0.08 -0.23 -0.15
H 2.8655 0.3642 -3.1355 0.23 0.04 -0.18
H 3.1641 2.5198 -1.0339 -0.08 -0.37 0.42
H 1.6549 1.6087 -1.3013 0.16 -0.26 0.21
H 1.3689 3.4215 -2.7096 -0.09 -0.06 -0.17
H 2.2409 2.3333 -3.8639 -0.22 0.08 -0.06
H 2.1736 -0.0387 0.0084 0.40 0.14 -0.01
H 1.0503 -0.2184 -2.3450 0.42 -0.21 -0.28
H 1.0484 -1.9825 -1.9530 0.42 0.08 -0.34
H 0.1632 -0.7854 0.4060 -0.14 -0.43 0.05
H -0.5188 0.2151 -0.8490 -0.06 -0.01 0.09
H -0.8733 -1.4783 -0.9084 0.00 -0.14 0.35
C -4.4972 4.5645 -2.7193 -0.49 0.03 -0.03
N -3.8921 3.2543 -2.6438 0.62 0.21 0.24
C -3.4904 2.7769 -3.9575 0.02 -0.44 -0.02
P -4.1952 1.9885 -1.5384 -0.11 5.69 2.67
O -2.8193 1.4645 -1.2950 -1.07 -2.83 -1.81
N -4.5296 2.5553 0.0892 -0.12 0.28 0.09
C -4.3734 3.9513 0.4645 -0.15 0.16 -0.15
C -3.8717 1.7219 1.0985 0.19 -0.21 -0.03
N -5.8775 1.7569 -1.9203 0.86 -3.21 -1.18
C -6.9203 2.5603 -1.3209 0.00 0.47 0.37
C -6.2512 0.3322 -1.8490 0.15 -0.09 -0.03
H -5.4712 4.5612 -3.2331 0.01 0.04 0.02
H -3.8373 5.2324 -3.2786 0.05 -0.13 -0.10
H -4.6112 5.0266 -1.7450 -0.09 -0.13 -0.02
H -4.3498 2.4177 -4.5441 0.03 0.08 -0.06
H -2.7733 1.9591 -3.8653 -0.05 -0.01 0.06
H -2.9965 3.5704 -4.5200 -0.05 0.09 0.08
H -3.3839 4.3518 0.2024 -0.02 0.07 0.05
H -4.5090 4.0577 1.5424 0.09 -0.15 0.03
H -5.1448 4.5828 0.0221 0.03 -0.04 -0.06
H -2.8151 1.9844 1.2234 0.03 -0.11 0.00
H -3.9205 0.6671 0.8331 0.06 0.01 0.02
H -4.3640 1.8381 2.0671 -0.15 0.14 -0.08
H -7.0444 2.3692 -0.2496 0.09 0.03 -0.01
H -7.8590 2.3134 -1.8224 0.10 -0.10 -0.12
H -6.7662 3.6265 -1.4758 0.18 -0.01 0.07
H -6.2677 -0.0352 -0.8133 -0.12 -0.02 -0.02
H -5.5363 -0.2763 -2.4085 0.00 0.03 0.03
H -7.2339 0.1645 -2.2912 -0.02 0.11 0.00
C -3.1999 0.0930 6.0609 -0.03 -0.27 0.42
N -3.2353 -0.6437 4.8186 0.27 0.55 -0.30
C -4.5812 -0.7142 4.2759 -0.07 -0.35 -0.34
P -2.2434 -1.9315 4.2897 3.08 4.43 3.07
O -2.0668 -1.5785 2.8493 -1.86 -2.90 -0.56
N -0.5711 -1.7815 4.8027 0.10 0.22 0.19
C -0.0813 -0.5734 5.4476 -0.14 0.06 0.22
C 0.3762 -2.1636 3.7516 -0.14 -0.10 -0.20
N -2.6439 -3.0505 5.5625 -1.46 -2.06 -2.46
C -1.9749 -3.0300 6.8448 0.41 0.36 0.25
C -2.7001 -4.4353 5.0592 -0.03 0.01 -0.18
H -3.7130 -0.4262 6.8858 0.03 0.04 0.02
H -3.7001 1.0549 5.9216 -0.11 -0.07 -0.11
H -2.1899 0.3389 6.3699 -0.03 -0.15 0.00
H -5.2039 -1.4559 4.7997 -0.03 0.08 0.04
H -4.5432 -0.9827 3.2184 0.02 -0.04 0.03
H -5.0785 0.2552 4.3373 0.11 0.05 0.11
H -0.3056 0.3347 4.8701 0.05 0.04 0.06
H 1.0011 -0.6386 5.5730 0.02 -0.08 -0.16
H -0.4737 -0.4619 6.4589 -0.07 -0.01 -0.05
H 0.5392 -1.3636 3.0205 -0.02 -0.04 -0.05
H 0.0279 -3.0405 3.2077 0.00 0.04 -0.03
H 1.3372 -2.4180 4.2041 -0.04 0.04 0.12
H -0.9249 -3.3357 6.7839 -0.01 0.08 -0.06
H -2.4962 -3.7293 7.5026 -0.13 -0.02 -0.13
H -2.0339 -2.0574 7.3301 0.07 0.09 -0.16
H -1.7015 -4.8219 4.8118 -0.03 -0.08 0.09
H -3.3121 -4.4861 4.1552 0.03 0.03 0.02
H -3.1551 -5.0993 5.7951 0.01 0.08 0.07
```
Positions in Å, forces in eV/Å.